{
  "formula": "C49H62AlN3PSi2Te",
  "method": "wB97M-V/def2-TZVPD",
  "symbols": ["Al", "C", "C", "C", "C", "C", "C", "P", "C", "C", "C", "C", "C", "C", "C", "C", "C", "C", "C", "C", "H", "H", "H", "H", "H", "H", "H", "H", "H", "H", "H", "H", "H", "H", "C", "C", "C", "C", "C", "C", "C", "C", "C", "C", "N", "C", "C", "C", "C", "C", "N", "H", "H", "H", "H", "H", "H", "H", "H", "H", "H", "H", "H", "H", "H", "H", "H", "H", "C", "C", "C", "C", "C", "C", "C", "C", "N", "H", "H", "H", "H", "H", "H", "H", "H", "H", "C", "Si", "C", "C", "C", "Te", "C", "Si", "C", "C", "C", "H", "H", "H", "H", "H", "H", "H", "H", "H", "H", "H", "H", "H", "H", "H", "H", "H", "H", "H", "H", "H", "H"],
  "xyz": [[1.106, -2.121, -0.205], [6.867, -0.254, -5.028], [6.865, 0.592, -3.914], [5.942, 0.355, -2.896], [4.948, -0.635, -3.062], [4.938, -1.418, -4.193], [5.896, -1.239, -5.212], [3.707, -0.993, -1.708], [4.069, 0.432, -0.647], [4.488, 0.243, 0.669], [4.830, 1.317, 1.474], [4.649, 2.610, 1.014], [4.125, 2.821, -0.248], [3.828, 1.731, -1.081], [2.118, -0.429, -2.485], [1.983, 0.337, -3.646], [0.728, 0.759, -4.090], [-0.384, 0.558, -3.295], [-0.206, -0.185, -2.115], [0.992, -0.775, -1.715], [7.667, -0.145, -5.764], [7.613, 1.369, -3.847], [5.979, 0.939, -2.026], [4.193, -2.237, -4.283], [5.975, -1.915, -6.003], [4.610, -0.779, 1.093], [5.174, 1.092, 2.469], [4.856, 3.436, 1.704], [3.933, 3.840, -0.515], [3.375, 1.910, -2.037], [2.853, 0.597, -4.207], [0.621, 1.335, -5.011], [-1.335, 0.945, -3.609], [-1.068, -0.386, -1.489], [-0.717, -4.537, 2.751], [-0.831, -3.004, 2.856], [-1.944, -2.421, 2.003], [-3.086, -1.940, 2.608], [-4.138, -1.325, 1.896], [-4.078, -1.276, 0.517], [-2.988, -1.858, -0.135], [-2.913, -1.862, -1.659], [-3.681, -2.993, -2.334], [-1.934, -2.420, 0.602], [-0.735, -2.911, -0.066], [-0.730, -4.058, -0.716], [0.498, -4.556, -1.190], [0.860, -5.715, -1.960], [2.219, -5.599, -2.152], [2.648, -4.428, -1.503], [1.616, -3.833, -0.942], [0.223, -4.801, 3.254], [-0.644, -4.835, 1.730], [-1.558, -5.044, 3.321], [0.156, -2.577, 2.560], [-1.010, -2.757, 3.881], [-3.126, -1.927, 3.669], [-5.004, -0.926, 2.400], [-4.973, -0.852, -0.009], [-1.861, -1.974, -1.930], [-3.291, -0.905, -2.033], [-3.293, -3.968, -2.052], [-3.624, -2.892, -3.409], [-4.710, -2.942, -1.997], [-1.603, -4.693, -0.798], [0.176, -6.486, -2.331], [2.844, -6.207, -2.790], [3.655, -4.067, -1.377], [3.434, -2.502, 3.423], [2.939, -1.039, 3.269], [3.303, -0.064, 4.219], [2.969, 1.284, 4.072], [2.080, 1.607, 3.017], [1.611, 0.661, 2.153], [0.684, 1.092, 1.075], [2.071, -0.741, 2.171], [1.800, -1.611, 1.228], [3.975, -2.621, 4.367], [4.113, -2.779, 2.602], [2.571, -3.200, 3.427], [3.905, -0.390, 5.064], [3.217, 2.062, 4.771], [1.792, 2.658, 2.944], [0.575, 2.195, 0.979], [-0.367, 0.759, 1.135], [1.042, 0.777, 0.137], [-0.973, 4.033, 3.179], [-2.161, 2.696, 3.613], [-1.490, 1.022, 3.979], [-3.118, 3.311, 5.067], [-3.463, 2.706, 2.226], [-2.730, 2.459, 0.177], [-4.172, 3.836, -0.615], [-4.947, 3.371, -2.225], [-6.078, 1.914, -1.955], [-3.695, 2.823, -3.470], [-6.036, 4.741, -2.861], [-0.798, 4.582, 4.116], [-1.498, 4.754, 2.528], [-0.033, 3.840, 2.695], [-0.413, 1.017, 4.205], [-1.531, 0.358, 3.116], [-2.063, 0.566, 4.799], [-2.496, 3.131, 5.957], [-4.131, 2.870, 5.215], [-3.238, 4.393, 4.975], [-3.854, 3.752, 2.179], [-4.304, 2.059, 2.382], [-3.810, 4.864, -0.597], [-4.977, 3.797, 0.143], [-5.470, 0.986, -1.646], [-6.691, 1.650, -2.798], [-6.775, 2.114, -1.118], [-3.369, 1.817, -3.303], [-2.835, 3.452, -3.463], [-4.175, 2.836, -4.486], [-6.700, 4.950, -2.013], [-6.608, 4.441, -3.720], [-5.437, 5.603, -3.095]],
  "forces_ev_per_angstrom": [[-0.187, 0.574, -0.775], [0.080, 0.131, -0.499], [-0.415, -0.996, -0.026], [-0.097, -0.728, -1.813], [0.110, 0.652, 1.159], [-0.009, -0.897, -1.199], [0.095, 1.101, 2.452], [0.084, 0.145, -0.823], [-0.648, 0.267, 0.610], [0.798, -1.003, 0.043], [0.007, -0.279, -0.225], [0.186, -0.063, 0.695], [-0.055, -0.587, -0.007], [0.181, 0.808, 0.826], [0.133, -0.005, -0.024], [-0.333, -0.327, 0.274], [0.261, 0.524, -0.079], [0.828, -0.674, 0.696], [-0.733, 0.008, -0.152], [0.023, -0.343, -0.508], [-0.284, 0.029, 0.076], [0.049, 0.047, 0.191], [-0.025, 0.655, 1.012], [0.479, 0.663, 0.030], [-0.088, -0.852, -1.291], [-0.205, 0.796, -0.557], [0.027, 0.228, 0.206], [-0.063, -0.169, -0.434], [-0.204, 0.338, -0.544], [-0.028, 0.045, -0.381], [0.499, 0.105, -0.410], [0.193, -0.191, 0.150], [-0.355, 0.038, 0.095], [0.019, 0.408, -0.060], [-0.397, 0.279, 1.794], [0.471, -0.153, -1.219], [0.029, -0.465, 0.100], [-0.855, 1.108, -0.558], [0.800, -0.703, 0.070], [-0.838, -0.156, 0.049], [0.176, -0.090, -0.961], [0.238, -0.287, 0.320], [-0.123, 0.212, 0.623], [0.624, 0.098, -0.447], [-0.660, -0.700, -0.392], [0.221, 0.558, 0.987], [-0.213, -1.608, -1.107], [-1.186, 0.701, 0.447], [0.631, -0.130, -0.524], [0.294, -0.717, -0.194], [-0.157, 1.286, 0.554], [-0.198, -0.220, -0.149], [-0.136, -0.512, -0.591], [0.840, 0.432, -0.970], [-0.681, -0.089, 0.077], [-0.124, 0.368, 0.683], [-0.054, -0.106, 0.861], [-0.028, 0.062, 0.243], [1.229, -0.347, 0.144], [-0.348, 0.217, -0.189], [0.181, -0.026, 0.019], [0.061, -0.109, 0.004], [-0.096, -0.017, -0.305], [-0.396, -0.168, -0.190], [-0.353, 0.098, -0.017], [0.398, 0.417, 0.183], [-0.010, -0.191, 0.260], [-0.013, 0.206, -0.116], [-0.543, 0.919, -0.010], [0.191, -0.673, 0.814], [0.064, -0.140, -0.569], [-1.049, -0.550, -0.510], [0.832, 0.109, 1.322], [-0.258, -0.743, -0.336], [-0.894, 1.340, 0.194], [0.415, 1.456, 0.462], [0.150, 0.037, 1.253], [-0.019, 0.054, -0.043], [-0.322, -0.033, 0.103], [0.486, 0.282, -0.201], [0.098, 0.060, -0.001], [0.346, -0.015, 0.307], [-0.111, -0.299, -0.254], [0.340, -0.443, 0.356], [0.238, -0.489, 0.229], [0.387, -0.516, -1.246], [-0.216, 1.249, 0.195], [-0.743, -0.334, -1.094], [0.573, -0.586, 0.016], [-0.503, 0.123, 0.840], [0.524, 0.992, -0.686], [-0.072, 0.013, 0.430], [-0.550, 0.258, 0.771], [-0.306, -0.825, -0.287], [0.595, -1.326, 1.579], [-1.020, 0.168, -1.232], [0.265, -0.187, 0.875], [0.304, -0.058, -0.145], [0.035, -0.215, 0.140], [0.334, -0.418, -0.060], [-0.272, 0.186, 0.295], [-0.297, -0.051, -0.109], [0.233, 0.006, -0.164], [-0.321, 0.047, 0.039], [0.796, 0.142, -0.098], [-0.093, 0.049, 0.052], [0.268, -0.639, 0.167], [-0.392, -0.514, 0.047], [0.260, -0.037, -0.041], [0.185, 0.033, -0.302], [-0.842, 1.291, -0.462], [-0.155, -0.095, -0.562], [0.248, -0.077, -0.248], [0.177, -0.665, 0.268], [0.776, 0.566, -0.235], [0.534, 0.085, 0.755], [-0.088, 0.283, -0.313], [-0.308, -0.118, -0.385], [0.073, 0.608, -0.116]],
  "homo_lumo_gap_ev": 5.01,
  "lumo_ev": 1.93,
  "charge": -1,
  "de_lowest_kj_mol": 0.0,
  "e_homo_ev": -3.08,
  "multiplicity": 1,
  "largest_force_ev_per_a": 2.69
}



{
  "formula": "C6H12O",
  "method": "wB97M-V/def2-TZVPD",
  "symbols": ["C", "C", "C", "C", "C", "C", "O", "H", "H", "H", "H", "H", "H", "H", "H", "H", "H", "H", "H"],
  "xyz": [[-1.972, 0.974, 0.084], [-0.647, 0.636, 0.768], [0.449, 0.025, -0.120], [0.687, 0.518, -1.547], [1.688, -0.354, 0.658], [0.780, -1.432, 0.173], [0.066, -2.105, 1.153], [-2.410, 0.120, -0.447], [-1.902, 1.819, -0.612], [-2.681, 1.258, 0.870], [-0.816, -0.133, 1.533], [-0.249, 1.516, 1.268], [-0.139, 0.314, -2.240], [0.884, 1.598, -1.586], [1.578, 0.038, -1.975], [1.676, -0.109, 1.717], [2.655, -0.252, 0.177], [1.135, -2.067, -0.642], [-0.781, -2.365, 0.767]],
  "forces_ev_per_angstrom": [[-0.133, 0.049, 0.246], [0.216, -0.586, -0.630], [0.094, 0.120, -0.230], [-0.008, 0.015, 0.017], [0.232, 0.137, 0.010], [0.266, 0.399, -0.332], [-0.396, -0.498, 0.175], [0.174, 0.101, 0.031], [0.097, -0.222, 0.077], [-0.024, 0.023, -0.222], [-0.127, 0.455, 0.054], [0.011, 0.180, 0.040], [-0.010, -0.001, 0.280], [-0.092, -0.123, 0.157], [-0.204, 0.011, 0.180], [-0.006, -0.229, -0.119], [-0.093, 0.016, 0.057], [-0.086, 0.211, 0.070], [0.091, -0.058, 0.137]],
  "homo_lumo_gap_ev": 10.28,
  "smiles": "CC[C@@]1(C)C[C@H]1O",
  "lumo_ev": 0.88,
  "de_lowest_kj_mol": 119.4,
  "e_homo_ev": -9.40,
  "multiplicity": 1,
  "largest_force_ev_per_a": 0.89
}



{
  "formula": "C4H7N",
  "method": "wB97M-V/def2-TZVPD",
  "symbols": ["C", "C", "N", "H", "H", "H", "C", "C", "H", "H", "H", "H"],
  "xyz": [[2.160, -0.249, -0.508], [1.146, 0.573, -0.419], [1.588, -0.335, 0.848], [2.785, -0.859, -1.139], [0.529, 1.305, -0.861], [1.007, -1.111, 0.809], [-1.709, 0.138, -0.392], [-1.313, 0.036, 0.816], [-2.123, 1.096, -0.765], [-1.546, -0.583, -1.125], [-1.077, -0.902, 1.359], [-1.447, 0.890, 1.377]],
  "forces_ev_per_angstrom": [[-2.106, 1.253, -0.489], [3.731, -2.466, 0.327], [1.085, 2.685, -0.753], [0.288, 0.185, 0.214], [-0.540, 0.483, 0.294], [-1.650, -1.937, 0.251], [-1.066, 1.704, -2.686], [-0.222, -2.180, 2.650], [0.431, -0.578, 0.215], [-0.189, -1.457, -1.103], [0.272, 0.757, -0.689], [-0.033, 1.553, 1.768]],
  "homo_lumo_gap_ev": 9.65,
  "smiles": "C1=CN1.C=C",
  "lumo_ev": 1.15,
  "de_lowest_kj_mol": 528.9,
  "e_homo_ev": -8.50,
  "multiplicity": 1,
  "largest_force_ev_per_a": 4.48
}



{
  "formula": "C13H22ClN2S",
  "method": "wB97M-V/def2-TZVPD",
  "symbols": ["C", "C", "S", "C", "C", "C", "C", "C", "N", "C", "C", "C", "C", "C", "C", "Cl", "N", "H", "H", "H", "H", "H", "H", "H", "H", "H", "H", "H", "H", "H", "H", "H", "H", "H", "H", "H", "H", "H", "H"],
  "xyz": [[-3.552, 1.465, 1.185], [-3.384, 2.163, -0.289], [-1.897, 3.311, -0.445], [-0.750, 2.372, -1.651], [-0.206, 1.062, -0.765], [1.109, 1.343, 0.181], [1.655, 0.105, 1.109], [2.951, 0.263, 2.127], [3.313, 1.720, 2.341], [4.261, 2.241, 1.268], [0.839, -1.318, 1.030], [-0.442, -1.403, 0.010], [-1.223, -2.876, -0.082], [-0.257, -3.815, -1.072], [-0.603, -3.477, -2.641], [0.949, -2.778, -3.453], [-0.964, -0.256, -0.859], [-4.671, 1.052, 1.233], [-2.870, 0.509, 1.353], [-3.452, 2.227, 2.077], [-3.319, 1.268, -1.074], [-4.354, 2.806, -0.482], [-1.325, 2.007, -2.605], [0.166, 3.013, -2.000], [1.628, 2.415, 0.190], [2.611, -0.177, 3.172], [3.813, -0.388, 1.670], [2.459, 2.332, 2.416], [3.694, 3.010, 0.589], [4.668, 1.362, 0.611], [5.170, 2.730, 1.827], [1.109, -2.271, 1.656], [-1.323, -3.348, 1.009], [-2.295, -2.720, -0.523], [-0.300, -4.952, -0.790], [0.865, -3.463, -0.874], [-1.432, -2.660, -2.790], [-0.820, -4.498, -3.178], [-1.819, -0.373, -1.483]],
  "forces_ev_per_angstrom": [[-0.991, -0.468, 0.156], [-0.998, -1.258, 0.405], [0.105, -1.239, -1.042], [0.161, -2.028, 0.399], [1.577, 0.119, 0.870], [-2.146, -4.338, 0.010], [-2.888, -0.591, -2.069], [-1.694, 0.368, 0.032], [-0.104, -1.264, -1.545], [0.275, 0.313, 0.120], [-1.961, 3.785, -3.181], [1.179, 0.413, 1.383], [0.911, 0.683, -0.007], [0.453, 1.132, 0.408], [0.376, -0.941, 0.407], [-1.483, -0.540, 0.663], [4.601, 0.674, 3.404], [2.380, 0.912, -0.124], [-1.140, 2.272, -0.385], [0.028, -1.540, -1.925], [-0.226, 2.236, 1.433], [2.143, -1.325, 0.161], [1.048, 0.686, 1.901], [-1.874, -1.152, 0.990], [-1.474, -2.729, -0.166], [0.678, 0.662, -2.258], [-1.536, 1.485, 1.025], [1.260, -1.165, -0.063], [1.442, -1.305, 1.134], [-0.829, 1.723, 1.188], [-1.775, -0.730, -1.406], [-0.606, 2.155, -1.427], [0.338, 1.246, -2.442], [2.037, -0.353, 0.812], [-0.284, 2.257, -0.744], [-2.509, -0.882, -0.440], [1.602, -1.879, 0.307], [0.197, 2.367, 0.815], [1.726, 0.242, 1.201]],
  "homo_lumo_gap_ev": 7.44,
  "smiles": "CCSCc1cc(CNC)cc(CCCCl)[nH+]1",
  "lumo_ev": -4.46,
  "charge": 1,
  "e_homo_ev": -11.91,
  "multiplicity": 1,
  "largest_force_ev_per_a": 5.76
}



{
  "formula": "C5H8I2",
  "method": "wB97M-V/def2-TZVPD",
  "symbols": ["C", "C", "I", "C", "C", "C", "I", "H", "H", "H", "H", "H", "H", "H", "H"],
  "xyz": [[-0.498, -1.400, -1.496], [-0.253, -0.745, -0.144], [0.310, -2.202, 1.350], [-1.142, 0.360, 0.336], [0.296, 0.581, 0.114], [1.078, 0.984, 1.315], [0.991, 1.752, -1.658], [0.391, -1.838, -1.941], [-0.957, -0.584, -2.183], [-1.402, -1.973, -1.397], [-1.771, 0.802, -0.371], [-1.462, 0.299, 1.503], [2.133, 0.599, 1.173], [0.610, 0.731, 2.359], [1.117, 2.037, 1.286]],
  "forces_ev_per_angstrom": [[-1.290, 2.865, -0.475], [0.023, -1.478, -0.038], [-0.133, -0.050, -0.328], [-0.582, -0.643, 3.334], [0.658, 1.214, -0.339], [1.300, -1.274, 1.236], [-0.436, -0.600, 0.889], [-0.294, -0.286, 0.007], [1.357, -0.956, 0.802], [0.184, -1.267, 0.088], [-1.392, 0.327, -0.724], [0.536, 0.459, -3.165], [-1.052, 0.383, 0.744], [0.891, -0.047, -2.176], [0.229, 1.352, 0.144]],
  "homo_lumo_gap_ev": 9.14,
  "smiles": "C[C@]1(I)C[C@]1(C)I",
  "lumo_ev": -0.18,
  "de_lowest_kj_mol": 47.9,
  "e_homo_ev": -9.32,
  "multiplicity": 1,
  "largest_force_ev_per_a": 3.44
}



{
  "formula": "ClH2NO",
  "method": "wB97M-V/def2-TZVPD",
  "symbols": ["N", "O", "Cl", "H", "H"],
  "xyz": [[0.691, 1.821, -0.157], [1.162, 1.421, -1.230], [-0.862, -1.637, 0.240], [0.630, 1.104, 0.648], [-0.538, -1.973, -0.932]],
  "forces_ev_per_angstrom": [[0.485, -1.575, -0.013], [-0.551, 0.469, 1.215], [-0.155, 0.163, 0.596], [0.047, 1.071, -1.219], [0.175, -0.128, -0.579]],
  "homo_lumo_gap_ev": [9.98, 11.08],
  "lumo_ev": [0.92, -1.05],
  "de_lowest_kj_mol": 0.0,
  "e_homo_ev": [-9.06, -12.12],
  "multiplicity": 3,
  "largest_force_ev_per_a": 1.65
}